No. 1
Below is 8 unconnected molecules or ions with the total composition C24H72O32P8, with properties calculated with ωB97M-V/def2-TZVPD.

Last column: Löwdin charge in e.
Positions of all 136 atoms, in Å:
C  -21.29802  -23.69947  -24.66369  -0.0857
O  -22.24044  -22.75993  -25.18128  -0.2153
P  -22.15163  -21.19518  -24.83150  0.4139
O  -23.04285  -20.75389  -23.75657  -0.2270
O  -20.57199  -20.98344  -24.59136  -0.2673
C  -20.09454  -19.70495  -24.11357  -0.0687
O  -22.50036  -20.47661  -26.22884  -0.1891
C  -21.64179  -20.69882  -27.34387  -0.1000
H  -20.85907  -24.28650  -25.47536  0.0659
H  -21.88777  -24.40601  -24.07178  0.1052
H  -20.47308  -23.28812  -24.08870  0.0607
H  -20.16206  -18.94867  -24.89480  0.0718
H  -19.03538  -19.89201  -23.95928  0.0698
H  -20.62834  -19.38109  -23.22254  0.0947
H  -20.92195  -21.50738  -27.19875  0.0543
H  -21.11496  -19.80669  -27.68320  0.0907
H  -22.27262  -21.01440  -28.17986  0.0640
C  -24.51572  -24.77386  -26.17782  -0.0708
O  -23.18979  -24.94960  -26.72019  -0.2384
P  -22.63966  -26.44674  -26.90255  0.4001
O  -23.27240  -27.43816  -26.02026  -0.2273
O  -21.07493  -26.23864  -26.66756  -0.2395
C  -20.26904  -27.33154  -26.24537  -0.0839
O  -22.68813  -26.76316  -28.47346  -0.2201
C  -23.89190  -26.87252  -29.22720  -0.0826
H  -24.90147  -25.69313  -25.73486  0.0826
H  -25.26668  -24.50489  -26.91805  0.0741
H  -24.36956  -24.02499  -25.40627  0.0869
H  -19.39876  -27.40666  -26.89842  0.0844
H  -20.75218  -28.30803  -26.25934  0.0906
H  -19.92732  -27.12718  -25.23077  0.0867
H  -24.78622  -26.53518  -28.70654  0.0853
H  -24.05736  -27.91195  -29.52030  0.0903
H  -23.69574  -26.35258  -30.16454  0.0919
C  -17.89383  -21.40909  -26.01097  -0.0898
O  -17.88343  -22.58050  -26.82728  -0.2170
P  -18.62929  -22.60587  -28.21540  0.3818
O  -18.80301  -21.33140  -28.92930  -0.2163
O  -19.98767  -23.32278  -27.80318  -0.2350
C  -21.03793  -23.63729  -28.69841  -0.0887
O  -17.81923  -23.72759  -28.99673  -0.1906
C  -17.53306  -25.00664  -28.42107  -0.0737
H  -18.17075  -21.65657  -24.98901  0.0712
H  -18.58497  -20.66295  -26.39815  0.0619
H  -16.92477  -20.91327  -26.01249  0.0645
H  -21.01074  -23.10598  -29.64935  0.0761
H  -22.01957  -23.44999  -28.26940  0.0697
H  -21.01973  -24.70676  -28.91045  0.0889
H  -17.80144  -25.87161  -29.02515  0.0959
H  -17.97168  -25.11807  -27.43033  0.0807
H  -16.44522  -24.99166  -28.34077  0.0651
C  -21.55017  -20.49429  -31.00249  -0.0844
O  -22.87049  -20.83124  -30.57040  -0.2238
P  -23.62595  -22.04868  -31.25567  0.3658
O  -22.87680  -23.30756  -31.29979  -0.2185
O  -24.99622  -22.12640  -30.42744  -0.1975
C  -24.89014  -22.72590  -29.13755  -0.0973
O  -24.08148  -21.59015  -32.70607  -0.1906
C  -24.83493  -20.39448  -32.87386  -0.1017
H  -21.52146  -19.51846  -31.49359  0.0919
H  -21.05936  -21.15849  -31.71616  0.1002
H  -20.95924  -20.46112  -30.08625  0.0586
H  -24.09071  -22.25131  -28.55912  0.0746
H  -24.71381  -23.79943  -29.12587  0.0732
H  -25.80669  -22.46998  -28.60724  0.0973
H  -25.06284  -19.94007  -31.90668  0.0838
H  -25.81018  -20.54125  -33.33971  0.0909
H  -24.29551  -19.67879  -33.49259  0.0902
C  -17.77388  -24.56349  -23.57135  -0.0755
O  -17.55560  -24.34423  -22.18836  -0.1994
P  -16.72529  -23.10126  -21.69434  0.3650
O  -15.45514  -22.82457  -22.37351  -0.2253
O  -17.72893  -21.85410  -21.84847  -0.2308
C  -19.04352  -21.90287  -21.26661  -0.0778
O  -16.67661  -23.41694  -20.13592  -0.2172
C  -16.32706  -22.50309  -19.10944  -0.0867
H  -18.68536  -25.13847  -23.73653  0.0851
H  -16.86700  -25.05078  -23.92976  0.0916
H  -17.98372  -23.63393  -24.11256  0.0705
H  -19.29044  -20.86813  -21.01836  0.0922
H  -19.09053  -22.46268  -20.33534  0.0895
H  -19.72026  -22.19754  -22.06731  0.0764
H  -17.08217  -21.73595  -18.94569  0.0862
H  -15.38233  -22.01476  -19.36421  0.0942
H  -16.12263  -23.08415  -18.21426  0.0917
C  -15.02003  -20.35936  -28.60231  -0.1033
O  -13.70086  -20.80708  -28.34865  -0.2137
P  -12.72610  -19.90099  -27.43062  0.4056
O  -12.76836  -18.45956  -27.77788  -0.2472
O  -13.04649  -20.28304  -25.92230  -0.1948
C  -14.17575  -19.73176  -25.24845  -0.0819
O  -11.31638  -20.58616  -27.66730  -0.2163
C  -10.35226  -19.98485  -28.53472  -0.0823
H  -15.19032  -19.28844  -28.49392  0.0752
H  -15.71235  -20.93312  -27.97554  0.0743
H  -15.28446  -20.66652  -29.61658  0.0987
H  -14.75269  -19.05009  -25.87136  0.0655
H  -13.82162  -19.24724  -24.33853  0.0966
H  -14.84142  -20.52056  -24.89190  0.0820
H  -10.61983  -18.97995  -28.85026  0.0799
H  -10.25266  -20.59933  -29.43003  0.0876
H  -9.39580  -20.00271  -28.01968  0.0904
C  -18.08503  -18.12316  -28.64638  -0.0728
O  -17.57463  -17.16039  -27.72220  -0.2255
P  -17.94073  -17.21461  -26.17715  0.3948
O  -17.68884  -18.54764  -25.62499  -0.2137
O  -17.15662  -16.00305  -25.49980  -0.2001
C  -15.74813  -15.88809  -25.71917  -0.0818
O  -19.45753  -16.70080  -26.13080  -0.2128
C  -19.83000  -15.53717  -26.86088  -0.0898
H  -18.64136  -17.57096  -29.40569  0.0925
H  -18.74170  -18.88111  -28.21872  0.0636
H  -17.24241  -18.63126  -29.11035  0.0761
H  -15.40481  -16.08444  -26.73557  0.0910
H  -15.21137  -16.55953  -25.04670  0.0851
H  -15.48498  -14.86289  -25.46439  0.0914
H  -20.81205  -15.19597  -26.54135  0.0927
H  -19.90119  -15.71922  -27.93416  0.0852
H  -19.10561  -14.74515  -26.66844  0.0892
C  -11.49689  -23.73229  -28.43889  -0.0966
O  -11.82971  -24.99687  -27.87478  -0.1999
P  -13.33584  -25.33364  -27.43860  0.3729
O  -13.51031  -26.56999  -26.66694  -0.2208
O  -13.77764  -24.01922  -26.68786  -0.2043
C  -15.02925  -23.93938  -25.99780  -0.0701
O  -14.12992  -25.22012  -28.82497  -0.2340
C  -13.99334  -26.25302  -29.79276  -0.0993
H  -10.50788  -23.41630  -28.11918  0.0915
H  -12.22112  -22.95167  -28.22258  0.0560
H  -11.49495  -23.82499  -29.52888  0.0918
H  -15.63769  -23.22754  -26.55531  0.0703
H  -14.94178  -23.48485  -25.00955  0.0835
H  -15.48235  -24.92698  -25.93404  0.0798
H  -13.61551  -25.92101  -30.75998  0.0889
H  -15.00531  -26.59828  -30.02369  0.0826
H  -13.42080  -27.11042  -29.44401  0.0908

Calculated values
ΔE to the lowest compared entry with this formula, charge and spin ... 0.000 eV
Net charge ... 0


No. 2
Below is 13 unconnected molecules or ions with the total composition C24H73N12O13, with properties calculated with ωB97M-V/def2-TZVPD.

Last column: Löwdin charge in e.
Positions of all 122 atoms, in Å:
C  -0.31723  -0.13333  -1.27732  -0.1269
C  -1.00295  0.23686  0.02434  -0.7506
C  0.09428  0.44459  1.14353  -0.1096
O  -1.89841  1.23884  -0.11147  -0.3722
H  0.33494  0.61764  -1.72320  0.0537
H  -1.05948  -0.31124  -2.05545  0.0524
H  0.29258  -1.02811  -1.15229  0.0504
H  -1.47435  -0.66986  0.40346  0.0812
H  -0.32710  0.75799  2.09869  0.0449
H  0.77473  1.20115  0.75277  0.0478
H  0.64410  -0.46883  1.37033  0.0424
C  -1.12727  6.31480  -4.24827  -0.7941
O  -0.81976  7.11133  -5.09442  0.0380
N  -2.37297  5.87914  -4.05938  0.1478
N  -0.28650  5.61349  -3.54572  0.1603
H  -3.11900  6.43821  -4.44792  0.1105
H  -2.59599  5.19889  -3.34691  0.1034
H  -0.64223  5.12370  -2.73723  0.1120
H  0.66355  5.95612  -3.55575  0.1182
C  4.68672  6.07469  1.74031  -0.8176
O  4.63680  5.56931  2.83589  0.0382
N  4.34286  7.28435  1.50360  0.1627
N  5.02876  5.43012  0.65143  0.1583
H  3.99402  7.89327  2.22999  0.1276
H  4.37504  7.60624  0.54682  0.1086
H  5.36165  4.47656  0.65355  0.1209
H  5.00728  5.91560  -0.23397  0.1010
C  -3.19683  6.79374  2.96850  -0.8521
O  -3.03394  7.85923  3.50473  0.0394
N  -4.28320  6.11701  2.79405  0.1657
N  -2.21596  6.15144  2.49109  0.1612
H  -4.17256  5.43339  2.05884  0.1131
H  -5.15151  6.57082  3.03942  0.1231
H  -1.25377  6.45413  2.54274  0.1292
H  -2.33708  5.29654  1.96709  0.1165
C  -7.29016  -0.42207  3.48025  -0.7783
O  -8.37213  -0.76094  3.95018  0.0156
N  -7.12652  0.28618  2.38037  0.1484
N  -6.11705  -0.63441  4.00286  0.1561
H  -6.19722  0.53212  2.07052  0.1104
H  -7.99647  0.37101  1.87430  0.1176
H  -6.09393  -0.74141  5.00692  0.1224
H  -5.40830  -0.14143  3.47870  0.1053
C  -1.98952  3.82811  8.55233  -0.7785
O  -1.91094  3.76370  9.78908  0.0030
N  -3.02917  3.70332  7.80841  0.1603
N  -0.93970  3.98693  7.78128  0.1477
H  -3.85527  3.43855  8.32568  0.1239
H  -3.04798  3.91020  6.82000  0.1187
H  -1.06240  4.28625  6.82449  0.1074
H  -0.05407  4.14857  8.23915  0.1171
C  -7.13367  1.42470  -4.66916  -0.9078
O  -8.03843  1.11606  -5.37714  0.0572
N  -7.23378  1.94813  -3.56891  0.1770
N  -5.91078  1.08089  -4.89396  0.1659
H  -8.16657  2.21562  -3.28887  0.1389
H  -6.50458  1.65548  -2.93430  0.1301
H  -5.61175  0.52421  -5.68186  0.1248
H  -5.22906  1.35159  -4.19964  0.1122
C  -0.11907  -6.63928  2.27025  -0.0861
C  0.78602  -6.78692  1.07086  -0.3619
O  1.94972  -7.47542  1.39800  -0.0765
H  -0.87320  -5.91947  1.95205  0.0772
H  0.42029  -6.14829  3.08027  0.0736
H  -0.51757  -7.57161  2.67032  0.0749
H  1.06386  -5.81431  0.66474  0.1105
H  0.25377  -7.31771  0.28151  0.1055
H  2.50741  -7.61621  0.62939  0.0824
C  -8.78517  -5.03263  -1.29472  -0.0854
C  -7.27997  -5.44842  -1.10767  -0.3025
O  -7.17328  -6.84194  -0.91847  -0.0858
H  -9.40487  -5.03752  -0.39803  0.0627
H  -9.32806  -5.66497  -1.99722  0.0631
H  -8.82064  -4.03544  -1.73344  0.0622
H  -6.82888  -4.87397  -0.29858  0.1055
H  -6.80715  -5.20047  -2.05796  0.1025
H  -6.53263  -7.20722  -1.53306  0.0777
C  1.63081  -1.50527  8.35551  -0.1051
C  1.66823  -1.41490  9.84585  -0.3563
O  1.18876  -2.57556  10.47728  -0.0642
H  0.60600  -1.37606  8.00744  0.0704
H  1.90280  -2.50815  8.02633  0.0758
H  2.23227  -0.81079  7.76896  0.0764
H  1.13414  -0.51156  10.14052  0.1107
H  2.71366  -1.28347  10.12496  0.1098
H  0.24154  -2.56212  10.32170  0.0826
C  -0.41510  -5.59872  -6.69763  -0.0600
C  -0.60131  -6.03196  -8.15666  -0.4699
C  -0.27708  -4.93393  -9.20226  -0.0688
O  0.22469  -7.12809  -8.55642  -0.0630
H  -1.11277  -4.80179  -6.44018  0.0762
H  0.55007  -5.21212  -6.37040  0.0795
H  -0.70221  -6.44859  -6.07845  0.0760
H  -1.65342  -6.25334  -8.33609  0.1328
H  -0.73100  -4.01572  -8.82951  0.0687
H  -0.78723  -5.09631  -10.15172  0.0723
H  0.77419  -4.71917  -9.39415  0.0759
H  1.11786  -6.82802  -8.37256  0.0803
C  6.44584  2.21238  -5.31228  -0.0600
C  7.94152  1.97735  -5.42562  -0.4763
C  8.86655  2.68126  -4.33429  -0.0459
O  8.22258  0.59122  -5.45803  -0.0567
H  6.20842  3.27202  -5.40667  0.0747
H  6.00037  1.98034  -4.34490  0.0792
H  5.93690  1.65786  -6.10068  0.0806
H  8.25331  2.32146  -6.41176  0.1209
H  9.92162  2.61926  -4.60088  0.0657
H  8.73979  2.25813  -3.33779  0.0754
H  8.69412  3.75613  -4.27943  0.0672
H  9.09600  0.48689  -5.07352  0.0752
C  6.96283  -1.66152  2.45723  -0.0565
C  7.68472  -2.42331  1.29328  -0.4717
C  6.95657  -2.45061  -0.07049  -0.0478
O  8.94025  -1.78236  1.11837  -0.0743
H  6.08991  -2.22760  2.78227  0.0738
H  6.64824  -0.64705  2.21229  0.0836
H  7.59192  -1.74362  3.34360  0.0738
H  7.93787  -3.41981  1.65525  0.1244
H  7.58462  -3.02071  -0.75505  0.0721
H  6.83915  -1.45062  -0.48803  0.0787
H  6.00478  -2.95936  0.08238  0.0759
H  8.98688  -1.09945  1.79147  0.0679

Calculated values
ΔE to the lowest compared entry with this formula, charge and spin ... 7.999 eV
Net charge ... -1


Q: Look up the ΔE to the lowest compared entry with this formula, charge and spin of the second one.
A: 7.999 eV


Q: Which value of net charge does entry 2 give?
A: -1


Q: Which of these has the highest net charge?
A: C24H72O32P8


Q: What is the net charge in the second record?
A: -1